1.
Computed, not measured: a cluster of 2 separate species, C10H16O in total at a distorted geometry, with wB97M-V/def2-TZVPD.

Geometry as XYZ:
```
27
C10H16O wB97M-V/def2-TZVPD
C -0.79841 3.08618 -1.26993
C -1.35794 3.33049 0.11921
C 0.73704 2.91498 -1.41824
H -1.21622 2.16692 -1.68226
H -1.10251 3.88587 -1.94412
H -1.30626 2.45030 0.74909
H 0.93367 1.84231 -1.46450
H -2.42702 3.53994 0.01071
H -0.90203 4.21974 0.53661
H 0.99878 3.39008 -2.36438
H 1.35839 3.39338 -0.67461
C 2.86385 -0.25648 0.52546
C -1.10243 -1.96084 0.27902
C -0.01454 -2.70654 -0.10185
C -0.89331 -0.67856 0.77427
C 1.26215 -2.14086 -0.01983
C 0.38499 -0.15712 0.92064
C 1.48155 -0.86759 0.47135
O -2.37896 -2.48862 0.18070
H -0.08056 -3.72618 -0.47082
H -2.95647 -1.79404 -0.16062
H -1.72438 -0.03234 1.02710
H 2.10088 -2.73610 -0.38252
H 0.37839 0.84110 1.34305
H 3.46422 -0.77058 1.28132
H 2.79974 0.79259 0.81047
H 3.38644 -0.38469 -0.42237
```

Gap between HOMO and LUMO (eV): 9.46
SMILES: Cc1ccc(O)cc1.CCC
Spin multiplicity: 1
Total charge: 0
ΔE to the lowest compared entry with this formula, charge and spin (kcal/mol): 23.4

2.
Computed, not measured: a structure of composition C18H62CuF3N28O16 at a distorted geometry, with wB97M-V/def2-TZVPD.

Geometry as XYZ:
```
128
C18H62CuF3N28O16 wB97M-V/def2-TZVPD
Cu 3.28927 -1.49310 -2.18438
C 0.32694 -0.31661 -0.43114
O 0.46718 0.22828 0.87615
O 1.58911 -0.65268 -0.77006
C -0.78831 -1.45304 -0.37304
F -1.81372 -1.08052 0.39885
F -1.20733 -1.65962 -1.62357
F -0.28877 -2.62342 0.12753
C -0.32109 1.34151 1.23139
C 0.10018 1.82878 2.64192
H -0.19367 2.86880 2.76138
H -0.34431 1.20005 3.41830
H 1.14643 1.58355 2.82442
H -1.37099 1.08216 1.39075
H -0.26075 2.21421 0.58032
H -0.11093 0.36884 -1.16589
C 0.23281 1.34552 6.37149
O 1.21643 1.86126 5.85325
N -0.12892 0.06423 6.17211
N -0.52187 1.97063 7.28995
H -0.68151 -0.38415 6.88118
H 0.37874 -0.49432 5.50382
H -0.22799 2.87386 7.62171
H -1.50993 1.80207 7.37410
C 3.32778 2.73176 -0.24595
O 3.91818 2.49853 -1.31277
N 2.86454 1.82324 0.61662
N 3.33891 3.97222 0.28915
H 2.59090 0.91648 0.25859
H 2.63881 2.06439 1.57047
H 3.74931 4.72262 -0.23612
H 3.02426 4.11843 1.24016
C -1.00255 -6.52135 -1.90930
O -2.11189 -6.83498 -2.35226
N -0.76582 -5.42050 -1.15554
N 0.07969 -7.31680 -1.99978
H 0.18738 -5.12104 -0.99301
H -1.48172 -4.76145 -0.90659
H -0.08742 -8.03938 -2.68998
H 0.97391 -6.89728 -2.22763
C -2.93268 -1.39655 3.98306
O -3.41162 -1.83554 5.01378
N -2.90199 -0.07967 3.64094
N -2.39393 -2.15578 2.97975
H -2.41037 0.23223 2.82359
H -3.45793 0.57088 4.16611
H -2.38938 -1.60439 2.13420
H -2.44012 -3.15806 3.02378
C 1.62806 -1.44489 3.57110
O 1.94812 -1.60572 4.74846
N 2.39278 -0.90506 2.59535
N 0.62668 -2.11280 2.95373
H 3.36245 -0.84992 2.85970
H 2.00619 -0.68983 1.68973
H -0.05263 -2.66569 3.44638
H 0.49171 -1.96916 1.97176
C 2.74493 1.23929 -4.32606
O 3.19641 0.08329 -4.43910
N 3.16545 2.23308 -5.08653
N 1.75387 1.45570 -3.42662
H 2.78929 3.16435 -5.08043
H 4.01356 2.09829 -5.60921
H 1.63960 2.41695 -3.13923
H 1.64237 0.78929 -2.67577
C -2.94400 0.11526 -3.16662
O -3.43127 -0.54055 -4.07572
N -1.84382 0.91306 -3.26370
N -3.49747 0.15534 -1.93266
H -1.32455 1.09032 -4.10517
H -1.35384 1.17755 -2.42461
H -3.19504 0.90988 -1.33033
H -4.41990 -0.24147 -1.88004
C -0.82269 4.11045 -2.09100
O -0.08465 3.22411 -1.65110
N -0.36189 5.09727 -2.91094
N -2.15161 4.07492 -1.99227
H -1.00312 5.78675 -3.25405
H 0.64428 5.11736 -2.93505
H -2.42511 3.36895 -1.31505
H -2.76045 4.69402 -2.49153
C -3.82840 3.04171 0.78791
O -3.37567 2.23990 -0.03679
N -4.99176 3.70420 0.60688
N -3.26028 3.37267 1.96965
H -5.16501 4.49477 1.20325
H -5.27584 3.85139 -0.34972
H -2.25713 3.31608 2.06031
H -3.74634 3.80604 2.73336
C 2.33565 -5.14305 -0.39627
O 3.02772 -6.08126 -0.81113
N 2.10087 -4.92591 0.90210
N 1.93094 -4.25401 -1.32419
H 2.45820 -5.29924 1.76165
H 1.79391 -3.96994 1.04135
H 2.43025 -4.40454 -2.18508
H 1.39857 -3.42491 -1.09983
C 0.76708 -3.53794 -4.34139
O 1.71571 -2.92252 -3.85875
N -0.43512 -3.54582 -3.74468
N 0.84278 -4.38476 -5.40146
H -1.19376 -4.18691 -3.91224
H -0.48943 -2.85083 -3.01972
H 0.07583 -4.45103 -6.04930
H 1.72958 -4.69021 -5.76372
C 1.07198 5.37983 1.25852
O 1.82113 4.76291 2.01193
N 0.75395 6.70452 1.36208
N 0.46190 4.87022 0.16684
H 0.91271 7.30046 2.15422
H 0.23347 7.06390 0.58939
H -0.00873 5.49388 -0.45431
H 0.68281 3.91343 -0.06841
C -4.13554 -3.98350 -4.51183
O -4.62140 -2.89175 -4.75072
N -3.41934 -4.26343 -3.41653
N -4.08781 -4.96089 -5.48815
H -3.24971 -5.22653 -3.15507
H -3.32718 -3.52051 -2.74361
H -4.49158 -4.74406 -6.38185
H -3.73771 -5.89793 -5.38598
C 4.22410 2.18826 3.59674
O 3.43798 3.12124 3.41681
N 5.51902 2.28627 3.26648
N 3.88822 1.07904 4.28793
H 6.15239 1.58723 3.60747
H 5.71239 3.11854 2.73548
H 2.89736 1.03480 4.49178
H 4.46429 0.55549 4.92338
```

Gap between HOMO and LUMO (eV): 7.83
Spin multiplicity: 1
Total charge: 0
ΔE to the lowest compared entry with this formula, charge and spin (kcal/mol): 0.0

3.
Computed, not measured: a structure of composition C45H51ClCrFN7OSe, with wB97M-V/def2-TZVPD.

Geometry as XYZ:
```
108
C45H51ClCrFN7OSe wB97M-V/def2-TZVPD
Cr -0.45365 0.22135 -1.87707
C 0.50397 1.56775 -4.62853
N 0.65762 0.26043 -4.02786
C 0.42125 -0.91299 -4.84309
C 0.61801 -2.09318 -3.94997
N 1.08670 -1.97252 -2.74436
C 1.15297 -3.26296 -2.24077
C 1.55501 -3.72608 -0.99136
C 1.46650 -5.08393 -0.75214
C 0.98662 -5.97075 -1.72491
C 0.58530 -5.52865 -2.97137
C 0.68295 -4.16459 -3.20635
N 0.36688 -3.38318 -4.30296
C 0.68697 2.53962 -3.50364
N 0.55128 2.17530 -2.25664
C 0.82427 3.29968 -1.49798
C 0.79988 3.47312 -0.11760
C 1.12005 4.72473 0.37043
C 1.44780 5.78273 -0.48812
C 1.45993 5.62841 -1.86185
C 1.14050 4.36644 -2.34780
N 1.03842 3.84900 -3.62743
H -0.50131 1.66611 -5.05271
H 1.22715 1.78244 -5.43020
H 1.56198 0.19968 -3.55309
H 1.10394 -0.99582 -5.70300
H -0.60419 -0.89078 -5.22441
H 1.90142 -3.03861 -0.23100
H 1.76654 -5.47471 0.21116
H 0.92314 -7.02537 -1.49163
H 0.20077 -6.21284 -3.71589
H -0.09734 -3.68601 -5.14119
H 0.52308 2.64735 0.52316
H 1.10664 4.90210 1.43791
H 1.68705 6.74848 -0.06364
H 1.70292 6.45235 -2.51910
H 1.21252 4.33262 -4.49053
Cl -7.43476 -0.35700 -2.95216
C -5.89540 0.20845 -2.35566
C -5.37628 -0.31643 -1.18290
C -4.15008 0.12868 -0.72632
C -3.39582 1.08784 -1.41903
C -2.04059 1.47277 -1.00505
C -3.97167 1.60745 -2.58524
C -5.20186 1.17822 -3.05683
H -5.92545 -1.07678 -0.64369
H -3.73610 -0.31399 0.17193
H -1.91512 1.40398 0.08127
H -1.84427 2.51202 -1.28883
H -3.42911 2.36309 -3.14479
H -5.62263 1.59030 -3.96452
C 4.31834 1.11173 5.10962
C 3.78108 0.08747 4.11869
C 3.78100 0.56378 2.66941
C 2.82467 1.71581 2.36411
N 1.44678 1.42134 2.73851
C 0.65735 0.51440 2.10839
Se 1.02805 -0.42216 0.57073
N -0.52586 0.45777 2.77218
C -1.64962 -0.39757 2.39969
C -1.47713 -1.85871 2.79341
C -1.28364 -2.13183 4.28512
C 0.13323 -1.87993 4.79882
C -0.50211 1.35285 3.82558
C -1.44914 1.66982 4.78879
C -1.10754 2.64078 5.71646
C 0.13478 3.27296 5.68310
C 1.08574 2.94970 4.72803
C 0.75156 1.96890 3.80541
H 4.40432 0.68618 6.10930
H 3.67173 1.98456 5.19046
H 5.30928 1.45933 4.81055
H 2.77031 -0.22098 4.40314
H 4.39052 -0.81731 4.17594
H 3.53038 -0.26398 2.00489
H 4.78506 0.89830 2.39169
H 2.83524 1.94235 1.29635
H 3.10471 2.62489 2.89598
H -1.78090 -0.30961 1.32087
H -2.52902 0.03158 2.88205
H -0.64281 -2.28112 2.22923
H -2.37400 -2.37025 2.43409
H -1.53366 -3.17927 4.46803
H -2.00583 -1.55068 4.86844
H 0.87076 -2.30506 4.11441
H 0.28123 -2.34261 5.77517
H 0.35786 -0.81918 4.91215
H -2.41501 1.18601 4.81430
H -1.82113 2.91815 6.47978
H 0.36050 4.03341 6.41781
H 2.04129 3.45311 4.70476
C 4.04066 -0.50229 -1.94315
O 3.08402 0.54119 -2.04484
H 3.57588 -1.44383 -1.64440
H 4.83617 -0.24947 -1.23520
H 4.48604 -0.63853 -2.92865
H 2.55011 0.52089 -1.23425
F -4.23338 -4.77043 -2.60890
C -3.43422 -3.68422 -2.41890
C -3.45634 -2.66263 -3.34556
C -2.62704 -1.56528 -3.12993
C -1.77445 -1.44576 -2.02386
C -1.80972 -2.52169 -1.12889
C -2.62684 -3.63474 -1.30213
H -4.12977 -2.71793 -4.19183
H -2.70358 -0.74574 -3.84315
H -1.17255 -2.50350 -0.24790
H -2.63770 -4.45627 -0.59653
```

Gap between HOMO and LUMO (spin up / spin down) (eV): 6.13 / 6.49
Spin multiplicity: 5
Total charge: 0
⟨S²⟩: 6.04
ΔE to the lowest compared entry with this formula, charge and spin (kcal/mol): 0.0

4.
Computed, not measured: a structure of composition C26H41BCl5F3ILiN3O13 at a distorted geometry, with wB97M-V/def2-TZVPD.

Geometry as XYZ:
```
94
C26H41BCl5F3ILiN3O13 wB97M-V/def2-TZVPD
C -0.61683 2.26349 -2.54900
B -0.75805 1.20207 -1.33744
O -1.94848 1.63730 -0.57123
C 0.06685 -0.23394 -1.10834
C -1.25014 -1.11765 -0.74346
C -2.56365 -1.04026 -1.63122
F -1.05278 -2.52335 -0.45928
C 0.81686 -0.81395 -2.47353
C -0.12083 -0.85896 -3.75421
C -1.01137 -2.16790 -4.08219
F -0.44429 -2.97331 -5.16893
C 1.47915 -2.25418 -2.12992
C 1.19731 -3.66637 -2.67541
O 0.34454 -4.43439 -2.09213
Cl 1.99029 -4.61035 -4.05256
N 2.02443 0.05259 -2.83205
C 2.63517 -0.23339 -4.11564
Cl 3.55877 -1.75893 -4.65962
C 2.56688 0.64877 -5.26445
C 3.25624 0.30709 -6.69792
Cl 1.66942 2.21664 -5.30260
C 2.88949 0.58287 -1.76481
C 3.14431 2.14360 -2.03211
C 2.28904 3.38286 -1.73116
O 2.12768 4.08281 -0.69122
F 1.70867 4.14429 -2.83829
C 4.41624 0.01018 -2.02079
C 5.41925 0.58358 -3.07771
O 5.67407 1.67974 -3.59459
I 6.97791 -0.85895 -3.79695
C 2.50180 0.19122 -0.20746
Cl 3.48922 -1.35672 0.32734
C 3.30172 1.20839 0.73231
C 3.36938 1.05247 2.32959
O 4.15791 2.17935 2.82107
N 1.00399 -0.00076 0.07510
Cl 0.68326 1.69144 0.59033
C 0.78096 -0.80696 1.30128
C -0.36657 -0.73131 2.37447
C -1.29827 0.53094 2.65042
O 0.06434 -1.14185 3.73572
H -0.72558 3.36888 -2.24166
H -1.47804 2.02941 -3.29560
H 0.34977 2.01102 -3.08274
H -2.69671 1.69308 -1.22195
H -1.70986 -0.70766 0.24484
H -2.55372 -0.53867 -2.64724
H -2.93046 -2.12223 -1.85573
H -3.49166 -0.57612 -1.10560
H -0.91164 -0.01519 -3.85025
H 0.35267 -0.76728 -4.79793
H -2.03940 -1.85264 -4.52294
H -1.28719 -2.80429 -3.17662
H 1.31381 -2.38193 -0.98613
H 2.63710 -2.18508 -2.16181
H 2.88712 -0.71045 -7.11112
H 3.00135 1.07737 -7.50007
H 4.38961 0.33961 -6.53982
H 4.17616 2.40055 -1.55674
H 3.34292 2.22797 -3.17420
H 5.11990 0.15423 -1.10576
H 4.45613 -1.12448 -2.17795
H 4.44513 1.02986 0.57005
H 3.25898 2.32800 0.57318
H 2.32136 1.14447 2.82473
H 3.80875 0.06941 2.71214
H 3.82364 2.29550 3.74818
H 1.65975 -0.80633 2.06458
H 0.82993 -1.93815 1.02157
H -1.13028 -1.58225 2.12649
H -1.94216 0.26963 3.58069
H -2.08141 0.75294 1.82523
H -0.72935 1.49242 2.96488
H 0.22742 -0.25905 4.16548
C -6.48157 2.68849 5.73571
O -5.99937 1.68630 6.63016
C -4.99006 0.95593 6.14624
O -4.47961 1.08030 5.05499
O -4.63778 0.05789 7.08470
C -3.56388 -0.79458 6.70436
H -7.29396 3.21698 6.23368
H -5.69425 3.40847 5.50357
H -6.87359 2.23319 4.82175
H -2.65890 -0.21249 6.51246
H -3.83482 -1.38925 5.82784
H -3.36711 -1.47404 7.53460
N -5.10766 4.06052 8.81053
O -5.21037 3.59180 9.95563
O -6.12821 4.38722 8.17672
O -3.98266 4.20211 8.29306
Li -1.34028 -5.15803 -1.90164
O -2.98327 -7.97063 -1.01575
H -3.62461 -8.49000 -1.51741
H -2.61595 -8.60096 -0.38281
```

Gap between HOMO and LUMO (eV): 1.34
Spin multiplicity: 1
Total charge: +1

5.
Computed, not measured: a structure of composition C3H3Br9 at a distorted geometry, with wB97M-V/def2-TZVPD.

Geometry as XYZ:
```
15
C3H3Br9 wB97M-V/def2-TZVPD
C 12.72376 -11.24367 1.70724
Br 13.82989 -9.61675 1.28212
Br 10.90861 -11.02537 0.87894
Br 12.56160 -11.52813 3.69197
H 13.13334 -12.16597 1.29529
C 15.70621 -14.04038 -1.77804
Br 14.13246 -15.21986 -1.55800
Br 16.65158 -13.78604 -0.08133
Br 15.23835 -12.31057 -2.65157
H 16.35677 -14.56523 -2.47762
C 11.11449 -5.12071 1.51389
Br 9.29786 -5.90186 1.96280
Br 11.28358 -3.40845 2.41620
Br 11.53557 -5.11767 -0.42445
H 11.87682 -5.76410 1.95322
```

Gap between HOMO and LUMO (eV): 9.78
Spin multiplicity: 1
Total charge: 0
ΔE to the lowest compared entry with this formula, charge and spin (kcal/mol): 16.6

- Which formula does entry 1 have?
  C10H16O

- Which of these has the highest spin multiplicity?
  C45H51ClCrFN7OSe

- Which formula does entry 3 have?
  C45H51ClCrFN7OSe